(1)
Entry from OMol25: a single C7H12 molecule in a non-equilibrium geometry (ωB97M-V/def2-TZVPD).

Each line ends with the Löwdin charge.
Cartesian coordinates (Å):
C1 0.368 1.588 -1.883  -0.110
C2 0.872 0.984 -0.569  -0.233
C3 -0.284 0.530 0.329  -0.319
C4 -1.088 -0.705 -0.154  -0.134
C5 -0.732 -1.519 1.074  -0.220
C6 0.698 -1.456 1.381  -0.148
C7 0.056 -0.131 1.696  -0.086
H1 1.198 1.891 -2.532  0.070
H2 -0.251 2.475 -1.699  0.073
H3 -0.244 0.869 -2.442  0.069
H4 1.537 0.142 -0.802  0.101
H5 1.488 1.722 -0.038  0.114
H6 -0.928 1.401 0.494  0.133
H7 -0.750 -1.193 -1.072  0.107
H8 -2.154 -0.477 -0.239  0.114
H9 -1.373 -2.245 1.580  0.134
H10 1.069 -2.017 2.232  0.106
H11 1.327 -1.521 0.499  0.105
H12 -0.927 -0.400 2.204  0.125

- net charge = 0
- HOMO energy (eV) = -7.945
- frontier orbital gap (eV) = 9.09
- molecular weight (g/mol) = 96.2
- LUMO (eV) = 1.1

***

(2)
Entry from OMol25: a single C3H5NO molecule in a non-equilibrium geometry (ωB97M-V/def2-TZVPD).

Each line ends with the Löwdin charge.
Cartesian coordinates (Å):
C1 -0.641 -1.018 -0.587  -0.098
O1 -0.126 0.233 -0.997  -0.179
C2 0.797 0.778 -0.103  -0.226
C3 0.142 1.249 1.140  -0.185
N1 -0.402 1.610 2.094  0.151
H1 0.055 -1.834 -0.832  0.093
H2 -1.576 -1.173 -1.131  0.094
H3 -0.853 -1.033 0.493  0.088
H4 1.260 1.636 -0.598  0.132
H5 1.594 0.071 0.173  0.131

- net charge = 0
- HOMO energy (eV) = -10.929
- frontier orbital gap (eV) = 11.74
- molecular weight (g/mol) = 71.1
- LUMO (eV) = 0.8

***

(3)
Entry from OMol25: a molecular structure, C56H61AsCoN8O2S3 in a non-equilibrium geometry (ωB97M-V/def2-TZVPD).

Each line ends with the Löwdin charge.
Cartesian coordinates (Å):
Co1 0.163 -0.677 -0.738  0.369
C1 6.960 -3.974 1.894  -0.034
C2 5.771 -3.097 1.597  -0.250
C3 4.628 -3.616 0.997  -0.028
C4 3.538 -2.800 0.712  -0.081
C5 3.599 -1.454 1.041  -0.347
C6 4.722 -0.914 1.656  -0.044
C7 5.796 -1.739 1.929  -0.012
S1 2.257 -0.327 0.678  0.974
O1 2.880 0.950 0.272  -0.423
C8 1.568 -0.289 2.333  -0.248
C9 0.729 -1.520 2.521  -0.153
C10 0.038 -1.818 3.875  -0.099
C11 0.016 -0.583 4.755  -0.115
C12 -0.636 -0.675 5.979  -0.020
C13 -0.740 0.417 6.825  -0.050
C14 -0.187 1.629 6.442  -0.048
C15 0.469 1.735 5.227  -0.018
C16 0.599 0.641 4.369  -0.087
C17 1.343 0.797 3.075  -0.112
C18 1.723 2.162 2.582  -0.144
C19 2.742 2.922 3.221  -0.114
C20 3.556 2.363 4.243  -0.023
C21 4.553 3.099 4.814  -0.050
C22 4.774 4.438 4.413  -0.054
C23 4.009 4.999 3.436  -0.016
C24 2.986 4.252 2.799  -0.139
C25 2.227 4.793 1.734  0.011
C26 1.311 4.032 1.072  -0.040
C27 1.070 2.715 1.500  -0.295
S2 -0.086 1.789 0.458  1.004
O2 -0.244 2.572 -0.799  -0.525
C28 -1.612 1.946 1.374  -0.347
C29 -2.704 1.294 0.804  -0.100
C30 -3.901 1.228 1.492  -0.017
C31 -4.023 1.783 2.770  -0.249
C32 -5.309 1.664 3.543  -0.034
C33 -2.929 2.457 3.307  -0.009
C34 -1.727 2.552 2.618  -0.039
H1 6.858 -4.953 1.429  0.079
H2 7.066 -4.120 2.971  0.093
H3 7.881 -3.513 1.538  0.090
H4 4.589 -4.670 0.747  0.115
H5 2.654 -3.203 0.236  0.082
H6 4.747 0.143 1.904  0.121
H7 6.677 -1.327 2.408  0.127
H8 1.156 -2.415 2.062  0.148
H9 0.404 -2.686 4.423  0.159
H10 -1.075 -1.624 6.273  0.126
H11 -1.244 0.319 7.779  0.115
H12 -0.260 2.492 7.092  0.116
H13 0.911 2.684 4.953  0.118
H14 3.388 1.338 4.554  0.121
H15 5.180 2.659 5.579  0.112
H16 5.559 5.013 4.887  0.114
H17 4.185 6.020 3.120  0.122
H18 2.395 5.821 1.435  0.127
H19 0.755 4.420 0.227  0.115
H20 -2.594 0.830 -0.175  0.087
H21 -4.755 0.735 1.039  0.123
H22 -5.831 0.736 3.308  0.082
H23 -5.979 2.491 3.296  0.096
H24 -5.125 1.700 4.616  0.083
H25 -3.014 2.914 4.287  0.125
H26 -0.896 3.091 3.053  0.112
N1 -3.278 -3.023 -1.487  0.143
C35 -3.882 -2.956 -2.777  -0.230
C36 -5.067 -3.622 -3.015  -0.012
C37 -5.626 -3.621 -4.288  -0.059
C38 -4.992 -2.955 -5.320  -0.059
C39 -3.814 -2.257 -5.067  -0.088
C40 -3.273 -2.246 -3.797  -0.428
S3 -1.779 -1.317 -3.515  0.972
N2 -1.569 -1.469 -1.848  -0.274
C41 -2.207 -2.290 -1.114  -0.349
C42 -1.753 -2.354 0.311  -0.153
C43 -2.114 -3.411 1.279  0.020
C44 -1.785 -3.315 2.573  0.028
C45 -1.322 -1.997 3.110  -0.141
C46 -0.677 -1.188 1.990  -0.238
N3 -0.941 -1.436 0.607  0.059
H27 -3.761 -3.558 -0.785  0.137
H28 -5.562 -4.142 -2.200  0.122
H29 -6.552 -4.150 -4.468  0.116
H30 -5.407 -2.971 -6.319  0.117
H31 -3.306 -1.722 -5.865  0.113
H32 -2.550 -4.325 0.890  0.116
H33 -1.955 -4.145 3.252  0.132
H34 -2.167 -1.514 3.607  0.164
H35 -0.859 -0.141 2.187  0.123
C47 1.187 -4.997 -2.590  -0.026
N4 1.910 -3.829 -3.075  -0.130
C48 3.061 -4.080 -3.944  -0.017
C49 1.700 -2.631 -2.479  -0.391
N5 0.974 -2.444 -1.426  0.103
N6 2.343 -1.553 -3.078  0.186
C50 2.039 -0.209 -2.927  -0.442
N7 2.722 0.611 -3.758  0.200
N8 1.133 0.200 -2.121  0.069
H36 1.137 -5.730 -3.390  0.099
H37 0.162 -4.727 -2.337  0.087
H38 1.671 -5.462 -1.725  0.103
H39 2.943 -5.062 -4.391  0.097
H40 4.003 -4.072 -3.389  0.106
H41 3.119 -3.373 -4.773  0.091
H42 0.596 -3.299 -1.044  0.065
H43 2.946 -1.775 -3.849  0.119
H44 3.573 0.305 -4.196  0.118
H45 2.642 1.603 -3.606  0.124
H46 1.015 1.213 -2.091  0.056
C51 -1.333 1.333 -6.189  -0.183
C52 -2.392 1.750 -5.167  -0.467
As1 -1.600 1.981 -3.386  1.163
C53 -0.555 3.633 -3.680  -0.433
C54 -1.284 4.854 -4.244  -0.156
C55 -3.173 2.579 -2.357  -0.434
C56 -4.294 3.298 -3.110  -0.157
H47 -1.787 1.119 -7.159  0.072
H48 -0.796 0.437 -5.864  0.037
H49 -0.598 2.126 -6.341  0.061
H50 -3.164 0.981 -5.078  0.044
H51 -2.889 2.666 -5.487  0.057
H52 0.251 3.331 -4.354  0.045
H53 -0.111 3.867 -2.709  0.033
H54 -1.791 4.628 -5.183  0.061
H55 -0.578 5.665 -4.447  0.072
H56 -2.018 5.236 -3.535  0.060
H57 -2.778 3.198 -1.547  0.057
H58 -3.575 1.673 -1.895  0.035
H59 -3.948 4.213 -3.587  0.053
H60 -5.095 3.571 -2.419  0.072
H61 -4.731 2.658 -3.877  0.063

- net charge = +2
- HOMO energy (spin up / spin down) (eV) = -11.324 / -11.323
- spin multiplicity = 2
- ⟨S²⟩ = 0.77
- frontier orbital gap (spin up / spin down) (eV) = 5.52 / 5.53
- molecular weight (g/mol) = 1108.2
- LUMO (spin up / spin down) (eV) = -5.8 / -5.8

***

(4)
Entry from OMol25: 6 unconnected molecules or ions with the total composition C3H16O6S in a non-equilibrium geometry (ωB97M-V/def2-TZVPD).

Each line ends with the Löwdin charge.
Cartesian coordinates (Å):
C1 0.877 0.935 1.376  -0.264
O1 0.002 1.736 0.603  -0.127
C2 0.610 -0.579 1.279  -0.279
C3 0.385 -1.204 2.644  -0.828
S1 -0.149 -2.949 2.820  -0.002
H1 1.916 1.158 1.101  0.105
H2 0.735 1.221 2.421  0.102
H3 1.451 -1.080 0.802  0.070
H4 -0.235 -0.850 0.645  0.091
H5 -0.362 -0.696 3.255  0.015
H6 1.341 -1.126 3.180  0.026
H7 1.769 -0.912 -1.644  -0.002
H8 2.763 -1.589 -0.730  0.005
O2 2.675 -1.281 -1.638  -0.105
H9 -2.355 1.417 -0.858  -0.009
H10 -1.262 1.440 -1.865  -0.024
O3 -2.153 1.854 -1.701  -0.120
H11 -0.787 -0.093 -2.789  -0.040
H12 -0.581 -1.322 -3.675  -0.002
O4 -1.275 -0.719 -3.398  -0.138
H13 -1.701 1.067 1.212  0.006
H14 -2.362 -0.258 0.978  0.039
O5 -2.589 0.659 1.189  -0.084
H15 -0.017 1.486 -0.347  0.030
H16 0.860 0.907 -2.855  -0.059
O6 0.443 0.778 -2.004  -0.407

- net charge = -2
- HOMO energy (eV) = -0.206
- frontier orbital gap (eV) = 6.06
- molecular weight (g/mol) = 180.2
- LUMO (eV) = 5.9

***

(5)
Entry from OMol25: 2 unconnected molecules or ions with the total composition ClH2NOS2 in a non-equilibrium geometry (ωB97M-V/def2-TZVPD).

Each line ends with the Löwdin charge.
Cartesian coordinates (Å):
N1 1.607 -0.923 1.928  -0.299
O1 0.193 -0.689 -0.075  -0.550
S1 -1.085 0.802 -2.785  0.195
S2 0.195 -0.714 1.374  0.843
Cl1 -2.551 1.470 -1.541  -0.022
H1 -0.029 0.794 -1.843  -0.171
H2 1.670 -0.741 2.943  0.003

- net charge = 0
- HOMO energy (eV) = -9.166
- frontier orbital gap (eV) = 8.20
- molecular weight (g/mol) = 131.6
- LUMO (eV) = -1.0

***

The lowest molecular weight belongs to which entry? C3H5NO

***

Among the records above, which one has the lowest net charge? C3H16O6S

***

Among the records above, which one has the lowest net charge? C3H16O6S

***

What is the molecular weight in the fifth record? 131.6 g/mol